{"formula": "C26H69AgO7S6", "method": "wB97M-V/def2-TZVPD", "homo_ev": [-3.3, -5.5], "charge": -1, "spin_multiplicity": 2, "gap_ha": [0.1925, 0.2741], "symbols": ["Ag", "C", "C", "O", "H", "H", "H", "H", "H", "C", "S", "O", "C", "H", "H", "H", "H", "H", "H", "C", "S", "O", "C", "H", "H", "H", "H", "H", "H", "C", "S", "O", "C", "H", "H", "H", "H", "H", "H", "C", "S", "O", "C", "H", "H", "H", "H", "H", "H", "C", "S", "O", "C", "H", "H", "H", "H", "H", "H", "C", "S", "O", "C", "H", "H", "H", "H", "H", "H", "C", "C", "C", "C", "C", "C", "H", "H", "H", "H", "H", "H", "H", "H", "H", "H", "H", "H", "H", "H", "C", "C", "C", "C", "C", "C", "H", "H", "H", "H", "H", "H", "H", "H", "H", "H", "H", "H", "H", "H"], "positions_angstrom": [[4.83715, 2.03371, -0.47849], [0.39578, 0.08051, 0.27507], [1.24800, 1.10717, -0.52665], [2.58140, 1.10487, -0.24903], [0.41571, 0.19756, 1.35858], [0.76174, -0.91198, 0.01211], [-0.63985, 0.02634, -0.06055], [0.82665, 2.10291, -0.38859], [0.96473, 0.67306, -1.48551], [-1.29533, -0.83079, -2.89884], [-1.63249, -2.66193, -3.27633], [-1.42855, -3.05969, -4.69948], [-0.12748, -3.13907, -2.27892], [-0.27933, -0.59539, -3.21577], [-1.42595, -0.63242, -1.83503], [-1.89714, -0.11591, -3.45998], [-0.00531, -2.68108, -1.29739], [0.80918, -3.00831, -2.82084], [-0.19924, -4.22077, -2.16544], [1.37369, 3.86056, 2.48870], [-0.06016, 3.58733, 3.64278], [-0.39927, 4.93822, 4.25676], [-1.29394, 3.10212, 2.33227], [1.71621, 2.91014, 2.07945], [2.17761, 4.17563, 3.15394], [1.07983, 4.69586, 1.85308], [-1.50258, 3.92576, 1.64950], [-2.25927, 2.90820, 2.79985], [-0.91647, 2.22551, 1.80580], [3.74050, -2.76737, -1.89124], [5.41542, -2.12208, -1.74887], [6.27459, -3.01311, -2.69252], [5.15622, -0.59650, -2.82396], [3.35379, -2.74646, -2.91012], [3.07023, -2.18123, -1.26252], [3.66626, -3.78338, -1.50355], [6.11510, -0.08192, -2.88616], [4.28202, -0.04217, -2.48251], [4.93234, -0.68345, -3.88717], [3.94343, -1.25147, 1.97078], [2.89971, -1.50332, 3.43939], [3.69556, -2.29925, 4.48288], [2.77373, 0.22986, 4.02596], [3.15821, -0.88932, 1.30717], [4.53619, -2.12378, 1.69542], [4.61385, -0.44384, 2.26464], [2.12171, 0.25144, 4.89917], [2.44947, 0.91720, 3.24460], [3.78533, 0.44211, 4.37196], [2.07479, 4.61218, -1.80374], [2.41630, 6.38645, -1.43260], [3.89682, 6.64425, -1.26318], [2.03282, 7.11273, -3.01287], [1.01505, 4.37792, -1.70287], [2.58925, 3.99961, -1.06335], [2.51950, 4.41285, -2.77873], [1.01280, 6.97890, -3.37308], [2.80999, 6.65650, -3.62603], [2.31077, 8.16536, -2.95988], [1.19835, 2.08265, -4.38521], [0.19952, 0.91788, -5.44612], [0.09740, 1.69149, -6.74734], [1.57013, -0.29606, -5.49663], [1.76948, 1.59736, -3.59376], [0.49675, 2.77247, -3.91616], [1.99402, 2.58321, -4.93697], [1.19669, -1.15222, -6.05844], [1.76984, -0.81785, -4.56071], [2.38166, 0.17263, -6.05327], [-4.01232, 1.26917, 0.59270], [-4.15448, -0.09972, 1.30916], [-4.87403, -1.21780, 0.49370], [-4.07043, -1.66573, -0.72094], [-4.61102, -2.95953, -1.37300], [-3.94999, -4.29404, -0.84794], [-3.30945, 1.18005, -0.23563], [-3.64107, 1.99352, 1.31767], [-4.92692, 1.74223, 0.23518], [-3.14803, -0.42647, 1.57065], [-4.68811, -0.01982, 2.25623], [-5.85895, -0.89008, 0.16108], [-5.00888, -2.06094, 1.17122], [-4.20633, -0.88485, -1.46917], [-3.02512, -1.67788, -0.41224], [-5.69330, -2.99476, -1.24835], [-4.43116, -2.98227, -2.44781], [-2.86649, -4.19551, -0.91434], [-4.30428, -4.46914, 0.16789], [-4.25607, -5.17421, -1.41338], [-1.88428, 0.62780, 5.61737], [-2.38659, -0.62851, 5.01121], [-1.44810, -1.19022, 3.91152], [-2.01395, -2.42110, 3.25083], [-1.06407, -2.98609, 2.15625], [-1.51869, -4.37686, 1.58426], [-0.87944, 0.58291, 6.03734], [-2.55643, 1.03879, 6.37063], [-1.92409, 1.51688, 4.98804], [-2.38785, -1.36673, 5.81316], [-3.33914, -0.41848, 4.52476], [-0.42237, -1.23800, 4.27719], [-1.35091, -0.44158, 3.12527], [-2.15825, -3.18729, 4.01256], [-3.01918, -2.26512, 2.85932], [-0.91311, -2.20191, 1.41438], [-0.08159, -3.11886, 2.60924], [-2.54504, -4.33417, 1.21974], [-0.87515, -4.60430, 0.73442], [-1.35659, -5.16764, 2.31672]], "forces_ev_per_angstrom": [[-0.5493, -0.1504, 0.0741], [0.3507, -0.0592, 0.2674], [0.0846, -0.9448, 0.8548], [0.2344, -0.3584, 0.1422], [0.0729, -0.0137, 0.2008], [0.4208, -0.2031, 0.2966], [-0.3555, 0.5177, 0.0711], [-0.5971, 0.4670, -0.2590], [0.2516, 0.7080, -1.4008], [0.1489, -0.2930, -1.0128], [0.7038, 1.0230, 1.2309], [0.4189, 0.6460, 0.5931], [-0.0276, -0.9070, -0.6115], [0.1593, -0.2477, 0.3284], [0.0344, -0.4228, -0.0807], [-0.4847, -0.4815, -0.0954], [-0.5517, 0.2130, -0.0851], [-0.1855, 0.4637, -0.4002], [-0.1806, -0.0657, 0.1951], [-0.6343, 0.0856, 1.4854], [0.0534, 0.6450, -0.3080], [0.1252, -1.3980, -1.0498], [0.0996, 0.7946, 0.5367], [-0.3935, 0.1262, -0.6897], [-0.0731, 0.2453, 0.0435], [0.2373, -0.3829, -0.4167], [0.4605, 0.1062, -0.1297], [0.2441, -0.2960, 0.3412], [0.0226, 0.0106, 0.0601], [-0.7927, 0.0304, 0.3431], [0.9899, -0.5249, -3.8811], [-1.1821, 1.0982, 1.9739], [-0.2315, -0.1561, 0.1880], [0.3752, 0.0184, -0.1107], [0.0702, 0.3788, 0.0638], [0.4781, -0.0550, -0.0775], [-0.2021, 0.3372, 0.8916], [0.4801, 0.4881, 0.8005], [-0.0793, -1.5243, -0.1238], [-0.4450, 1.0002, 1.3878], [0.3837, -1.6437, 1.0965], [-0.8282, 1.3243, -1.0571], [0.7954, -0.6315, 0.0764], [0.5930, 0.0784, -0.8782], [-0.5865, -0.1119, 0.0175], [0.1614, 0.0786, -0.4626], [-0.1682, -0.1424, -0.2186], [0.0168, -0.1794, -0.0611], [0.0516, 0.3302, -0.0867], [0.8153, 0.6359, -0.0611], [0.1808, 0.1063, 1.5690], [-1.1678, -0.6180, -0.4795], [0.7807, -0.1288, -0.4201], [-0.0436, 0.3091, -0.3532], [0.2009, 0.1474, 0.1296], [-0.2926, -0.2774, -0.0804], [0.1402, -0.1780, 0.0889], [-0.3210, -0.0783, -0.6084], [-0.2789, 0.0063, 0.2687], [-0.2291, -0.4428, 0.4964], [1.4624, 1.8302, 0.0203], [0.1717, -1.3008, 0.9229], [-0.9841, -0.7489, -1.1721], [-0.4635, -0.4832, 0.2536], [0.1569, 0.1623, -0.2162], [-0.5353, 0.1127, -0.6812], [-0.1054, 0.1653, -0.6241], [0.3443, 0.9450, 0.4445], [0.2612, -0.1569, 0.4617], [-0.0410, -0.3366, 0.6765], [-0.7637, 0.0372, -0.7833], [0.7906, 0.3637, 0.4744], [-0.9053, 0.0308, -0.3348], [0.9831, -1.1757, 0.1255], [-1.0372, 1.1648, -0.1274], [0.0179, 0.1657, -0.0166], [0.3708, -0.0214, -0.1166], [-0.2907, -0.4945, -0.1639], [0.0985, -0.1614, -0.0509], [-0.0586, 0.3517, 0.0729], [-0.1425, 0.0783, 0.1499], [-0.1371, -0.1719, 0.0614], [0.3981, 0.2071, -0.1147], [0.2458, -0.4180, -0.3104], [-0.0903, -0.0368, 0.1144], [-0.0090, 0.4100, -0.0379], [-0.0868, -0.1176, 0.2210], [0.4187, -0.0364, 0.1760], [-0.0546, 0.1477, -0.2580], [-0.0883, 2.0750, 0.5692], [1.1569, -0.5386, -0.9303], [-0.7480, 1.3084, -0.1092], [0.9888, -1.2197, -0.0652], [-0.7180, -0.6361, 0.7464], [0.6573, 1.4851, -0.0218], [-0.0015, -0.1817, 0.0138], [-0.0525, -0.6159, 0.6866], [0.4609, -0.2597, -0.8714], [-0.7925, -0.2624, -0.1084], [-0.3684, -0.4797, 0.4182], [0.0429, -0.7437, 0.2042], [-0.1147, 0.4360, -0.1827], [0.0645, -0.2883, 0.1559], [-0.0246, 0.3471, -0.1939], [-0.1928, -0.1684, -0.4486], [0.1202, 0.0083, 0.0848], [0.1623, -0.1948, 0.3324], [-0.0366, -0.1663, -0.1498], [-0.2856, 0.0803, 0.0894]]}